1.
# C23H25ClN2O3

C23H25ClN2O3 in the gas phase (ωB97M-V with the def2-TZVPD basis set, the OMol25 dataset).

Results
SMILES string: COc1ccc(N2CCN(Cc3cc(=O)oc4cc(C)c(Cl)c(C)c34)CC2)cc1
E_HOMO in eV: -7.3
Kohn-Sham gap in eV: 7.209
ΔE to the lowest compared entry with this formula, charge and spin in kJ/mol: 89.0
LUMO energy in eV: -0.13
Electronic energy in Ha: -1686.8538

Cartesian coordinates (Å):
C  -5.613  -2.728  1.144
O  -4.373  -2.875  0.500
C  -3.782  -1.759  -0.026
C  -2.548  -1.946  -0.640
C  -1.857  -0.888  -1.191
C  -2.372  0.412  -1.156
N  -1.737  1.508  -1.751
C  -1.662  2.748  -1.007
C  -0.496  2.716  -0.010
N  0.747  2.496  -0.722
C  1.956  2.668  0.074
C  2.017  1.628  1.168
C  1.337  1.888  2.313
C  0.915  0.862  3.240
O  0.372  1.044  4.301
O  1.072  -0.426  2.798
C  1.831  -0.721  1.723
C  1.968  -2.074  1.427
C  2.778  -2.491  0.391
C  2.905  -3.936  0.037
C  3.520  -1.514  -0.282
Cl  4.632  -2.050  -1.501
C  3.416  -0.157  -0.013
C  4.393  0.787  -0.647
C  2.458  0.265  0.935
C  0.705  1.265  -1.489
C  -0.488  1.315  -2.452
C  -3.624  0.579  -0.562
C  -4.317  -0.477  0.000
H  -5.884  -3.723  1.494
H  -6.385  -2.365  0.457
H  -5.544  -2.051  2.002
H  -2.135  -2.942  -0.670
H  -0.903  -1.097  -1.648
H  -1.503  3.560  -1.722
H  -2.588  2.933  -0.467
H  -0.701  1.928  0.737
H  -0.433  3.676  0.507
H  1.914  3.665  0.521
H  2.792  2.631  -0.617
H  1.004  2.886  2.553
H  1.431  -2.785  2.034
H  3.931  -4.272  0.183
H  2.245  -4.540  0.652
H  2.656  -4.090  -1.012
H  4.542  1.666  -0.027
H  5.351  0.283  -0.757
H  4.075  1.091  -1.645
H  0.607  0.377  -0.843
H  1.632  1.176  -2.059
H  -0.360  2.170  -3.123
H  -0.533  0.410  -3.057
H  -4.088  1.554  -0.546
H  -5.278  -0.282  0.449



2.
# C23H25CuF3N2O4PS2Sb

A molecular structure, C23H25CuF3N2O4PS2Sb (ωB97M-V with the def2-TZVPD basis set, the OMol25 dataset).

Results
E_HOMO in eV: -4.8
Kohn-Sham gap in eV: 7.429
Charge: -1
ΔE to the lowest compared entry with this formula, charge and spin in kJ/mol: 0.0
LUMO energy in eV: 2.58
Electronic energy in Ha: -4620.1774

Cartesian coordinates (Å):
Cu  2.599  1.601  0.229
N  2.206  3.134  -1.572
N  2.392  2.291  -2.673
C  3.078  1.060  -2.522
O  3.359  0.483  -3.576
O  3.232  0.625  -1.334
H  1.273  3.525  -1.595
H  2.896  3.877  -1.539
H  2.546  2.710  -3.578
C  -0.396  -0.457  5.805
C  -0.443  0.315  4.508
O  0.829  0.892  4.236
P  1.710  0.661  2.890
S  1.005  -0.834  1.850
S  1.984  2.487  2.107
O  3.133  0.282  3.529
C  3.250  -0.925  4.300
C  3.536  -0.571  5.740
H  -1.388  -0.843  6.053
H  -0.058  0.169  6.633
H  0.283  -1.309  5.718
H  -1.157  1.141  4.571
H  -0.737  -0.335  3.683
H  4.059  -1.503  3.855
H  2.342  -1.522  4.201
H  4.443  0.031  5.816
H  3.674  -1.479  6.334
H  2.711  0.004  6.162
F  -5.707  0.445  1.537
C  -4.503  0.405  0.913
C  -3.425  1.017  1.510
C  -2.194  0.965  0.858
C  -2.050  0.317  -0.370
C  -3.178  -0.287  -0.934
C  -4.413  -0.251  -0.299
Sb  -0.122  0.301  -1.298
C  -0.845  0.954  -3.241
C  -0.081  0.746  -4.395
C  -0.444  1.287  -5.624
C  -1.578  2.067  -5.687
F  -1.937  2.607  -6.881
C  -2.352  2.331  -4.579
C  -1.973  1.772  -3.360
C  -0.080  -1.801  -1.690
C  0.741  -2.324  -2.691
C  0.832  -3.694  -2.912
C  0.103  -4.535  -2.099
F  0.184  -5.875  -2.303
C  -0.692  -4.070  -1.076
C  -0.773  -2.696  -0.875
H  -3.548  1.516  2.463
H  -1.333  1.429  1.327
H  -3.095  -0.800  -1.887
H  -5.291  -0.719  -0.725
H  0.852  0.193  -4.349
H  0.152  1.128  -6.513
H  -3.229  2.959  -4.673
H  -2.590  1.979  -2.492
H  1.361  -1.671  -3.295
H  1.469  -4.105  -3.683
H  -1.227  -4.770  -0.448
H  -1.393  -2.328  -0.064



3.
# C23H25F5KN3O5S

A molecular structure, C23H25F5KN3O5S (ωB97M-V with the def2-TZVPD basis set, the OMol25 dataset).

Results
E_HOMO in eV: -2.3
Kohn-Sham gap in eV: 6.545
Charge: -2
ΔE to the lowest compared entry with this formula, charge and spin in kJ/mol: 7.8
LUMO energy in eV: 4.22
Electronic energy in Ha: -2929.5214

Cartesian coordinates (Å):
K  1.723  -0.384  -0.497
C  -2.197  -3.604  -1.084
C  -2.303  -2.501  -2.087
C  -3.280  -1.520  -1.977
C  -3.333  -0.460  -2.870
C  -2.402  -0.358  -3.886
C  -1.434  -1.341  -4.017
C  -1.391  -2.399  -3.133
H  -1.440  -3.354  -0.330
H  -1.888  -4.535  -1.559
H  -3.151  -3.771  -0.584
H  -3.993  -1.582  -1.163
H  -4.094  0.303  -2.757
H  -2.398  0.495  -4.549
H  -0.690  -1.257  -4.794
H  -0.621  -3.153  -3.232
O  3.888  -2.863  5.290
C  3.498  -2.412  4.040
C  2.360  -2.897  3.420
C  2.047  -2.415  2.152
N  2.785  -1.495  1.552
C  3.850  -0.997  2.161
C  4.264  -1.449  3.411
C  4.607  0.145  1.431
O  5.685  0.484  1.942
O  4.036  0.602  0.418
C  0.789  -2.911  1.399
O  -0.086  -3.444  2.105
O  0.792  -2.717  0.168
H  3.228  -3.498  5.585
H  1.702  -3.621  3.884
H  5.150  -1.032  3.860
C  -4.236  1.531  0.124
C  -2.902  1.202  0.699
C  -2.482  1.051  2.007
C  -1.113  0.739  1.925
N  -0.730  0.712  0.664
N  -1.812  0.989  -0.068
C  -0.152  0.416  3.012
H  -4.964  1.651  0.925
H  -4.587  0.740  -0.538
H  -4.206  2.460  -0.450
H  -3.082  1.147  2.893
H  -1.735  0.976  -1.077
H  -0.477  0.853  3.958
H  0.832  0.809  2.770
H  -0.073  -0.666  3.138
C  -0.269  4.196  0.707
S  1.293  3.867  1.548
C  2.306  3.397  0.129
H  -0.202  5.067  0.057
H  -1.026  4.375  1.470
H  -0.561  3.329  0.121
H  1.687  2.898  -0.611
H  3.069  2.698  0.469
H  2.777  4.263  -0.330
F  -0.459  2.196  -3.024
C  0.924  1.812  -2.952
F  0.796  0.425  -2.591
C  1.305  1.711  -4.425
F  0.468  1.010  -5.266
F  2.516  1.142  -4.590
F  1.390  2.946  -4.993



4.
# C23H25F9KN7O2

A molecular structure, C23H25F9KN7O2 (ωB97M-V with the def2-TZVPD basis set, the OMol25 dataset).

Results
E_HOMO in eV: -8.7
Kohn-Sham gap in eV: 8.388
ΔE to the lowest compared entry with this formula, charge and spin in kJ/mol: 0.4
LUMO energy in eV: -0.28
Electronic energy in Ha: -2924.0743

Cartesian coordinates (Å):
K  0.057  1.893  -0.033
C  3.485  2.863  -1.768
N  2.823  2.187  -0.641
C  3.290  0.785  -0.618
N  4.742  0.685  -0.504
C  5.341  1.397  -1.633
N  4.941  2.807  -1.679
C  5.343  3.430  -0.412
N  4.744  2.770  0.746
C  3.291  2.824  0.616
C  5.147  1.361  0.736
H  3.171  3.909  -1.784
H  3.170  2.387  -2.700
H  2.973  0.293  -1.542
H  2.832  0.281  0.235
H  5.037  0.911  -2.563
H  6.428  1.342  -1.550
H  5.039  4.479  -0.421
H  6.431  3.383  -0.327
H  2.976  3.871  0.609
H  2.820  2.315  1.458
H  4.687  0.854  1.584
H  6.233  1.300  0.831
C  -2.592  -3.840  -4.279
C  -2.757  -3.464  -2.831
C  -1.669  -3.394  -1.971
C  -1.822  -3.018  -0.645
C  -3.080  -2.718  -0.141
N  -3.191  -2.350  1.220
C  -4.178  -1.623  1.842
O  -4.468  -1.788  3.007
N  -4.842  -0.666  1.078
C  -4.329  0.125  0.036
C  -5.199  0.687  -0.888
C  -4.689  1.491  -1.892
C  -3.324  1.706  -1.945
N  -2.476  1.179  -1.060
C  -2.971  0.407  -0.095
C  -4.186  -2.820  -0.981
C  -4.015  -3.174  -2.309
H  -1.580  -4.189  -4.481
H  -2.787  -2.986  -4.931
H  -3.286  -4.632  -4.562
H  -0.678  -3.631  -2.341
H  -0.960  -2.953  0.006
H  -2.633  -2.869  1.881
H  -5.628  -0.286  1.584
H  -6.261  0.484  -0.820
H  -5.341  1.940  -2.629
H  -2.892  2.331  -2.718
H  -2.267  -0.008  0.614
H  -5.177  -2.626  -0.596
H  -4.887  -3.244  -2.950
F  -0.817  1.524  4.253
C  -0.639  0.320  3.716
F  -1.647  0.141  2.824
F  -0.805  -0.591  4.683
C  0.734  0.233  2.967
O  0.929  1.296  2.209
C  1.866  0.068  4.035
F  1.713  0.947  5.032
F  1.907  -1.162  4.581
F  3.066  0.298  3.485
C  0.718  -1.070  2.086
F  0.088  -2.130  2.616
F  0.094  -0.810  0.905
F  1.957  -1.463  1.762



5.
# C23H25IrN7O7PS2

A molecular structure, C23H25IrN7O7PS2 (ωB97M-V with the def2-TZVPD basis set, the OMol25 dataset).

Results
E_HOMO (spin up / spin down) in eV: -10.4 / -11.6
Kohn-Sham gap (spin up / spin down) in eV: 7.561 / 6.846
Multiplicity: 6
Charge: +1
ΔE to the lowest compared entry with this formula, charge and spin in kJ/mol: 38.7
LUMO energy (spin up / spin down) in eV: -2.79 / -4.80
Electronic energy in Ha: -3043.0477

Cartesian coordinates (Å):
Ir  0.507  -1.195  0.607
N  1.277  -3.459  0.305
N  0.936  -4.278  1.419
C  1.337  -3.658  2.661
N  1.169  -4.584  3.716
S  0.153  -2.272  2.892
H  0.818  -3.847  -0.513
H  2.284  -3.408  0.158
H  1.325  -5.216  1.345
H  1.891  -5.297  3.686
H  1.219  -4.117  4.613
O  -1.620  -3.758  0.385
N  -1.536  -2.449  -0.096
C  -2.413  -2.303  -1.007
C  -2.702  -1.115  -1.822
C  -3.825  -1.278  -2.642
C  -4.263  -0.270  -3.480
C  -3.573  0.932  -3.511
C  -2.460  1.102  -2.707
C  -2.002  0.094  -1.859
P  -0.552  0.533  -0.828
C  0.616  1.214  -2.045
C  1.533  2.195  -1.670
C  2.480  2.656  -2.574
C  2.533  2.126  -3.854
C  1.637  1.134  -4.228
C  0.683  0.681  -3.331
C  -1.288  1.934  0.075
C  -1.135  3.270  -0.273
C  -1.826  4.256  0.423
C  -2.684  3.912  1.455
C  -2.859  2.574  1.791
C  -2.161  1.595  1.108
H  -0.912  -3.862  1.050
H  -3.044  -3.168  -1.202
H  -4.360  -2.218  -2.611
H  -5.134  -0.422  -4.101
H  -3.899  1.737  -4.156
H  -1.932  2.048  -2.739
H  1.503  2.620  -0.677
H  3.175  3.429  -2.273
H  3.271  2.484  -4.559
H  1.677  0.714  -5.224
H  -0.013  -0.089  -3.641
H  -0.493  3.559  -1.094
H  -1.696  5.293  0.147
H  -3.224  4.680  1.991
H  -3.541  2.297  2.584
H  -2.300  0.551  1.377
N  0.907  1.853  3.847
C  1.901  2.291  3.006
C  1.767  1.558  1.874
N  0.709  0.684  2.010
C  0.230  0.881  3.215
H  0.748  2.156  4.792
H  2.599  3.056  3.289
H  2.383  1.568  0.995
H  -0.599  0.364  3.666
O  2.706  -3.256  2.529
S  3.112  -1.682  2.631
O  2.226  -1.177  3.672
O  2.740  -1.160  1.295
O  4.509  -1.690  2.875
O  4.028  -0.276  -1.735
N  3.321  -1.174  -1.460
O  2.141  -1.359  -1.575



6.
# C23H25N3O5S2

C23H25N3O5S2 in the gas phase (ωB97M-V with the def2-TZVPD basis set, the OMol25 dataset).

Results
SMILES string: CCN(CC(=O)NCc1cccs1)C(=O)c1cccc(S(=O)(=O)Nc2ccccc2OC)c1
E_HOMO in eV: -8.7
Kohn-Sham gap in eV: 9.034
ΔE to the lowest compared entry with this formula, charge and spin in kJ/mol: 0.0
LUMO energy in eV: 0.34
Electronic energy in Ha: -2228.3220

Cartesian coordinates (Å):
C  -2.358  -0.972  -2.400
C  -2.054  -2.286  -1.684
N  -1.951  -2.117  -0.247
C  -3.180  -2.143  0.529
C  -3.881  -0.775  0.506
O  -4.917  -0.581  -0.092
N  -3.211  0.158  1.207
C  -3.487  1.574  1.043
C  -2.628  2.129  -0.051
C  -1.267  2.178  -0.080
C  -0.754  2.656  -1.308
C  -1.738  2.953  -2.193
S  -3.307  2.656  -1.552
C  -0.817  -1.721  0.356
O  -0.779  -1.365  1.530
C  0.451  -1.780  -0.438
C  1.079  -3.002  -0.664
C  2.319  -3.051  -1.279
C  2.954  -1.876  -1.648
C  2.324  -0.670  -1.416
S  3.233  0.846  -1.711
O  4.336  0.570  -2.579
O  2.326  1.901  -2.047
N  3.868  1.171  -0.193
C  2.933  1.558  0.787
C  2.440  2.851  0.781
C  1.510  3.244  1.730
C  1.077  2.339  2.681
C  1.555  1.036  2.692
C  2.481  0.632  1.741
O  3.013  -0.625  1.640
C  2.510  -1.623  2.503
C  1.082  -0.602  -0.820
H  -3.312  -0.568  -2.073
H  -2.407  -1.144  -3.471
H  -1.577  -0.241  -2.202
H  -2.852  -3.006  -1.879
H  -1.115  -2.700  -2.057
H  -3.851  -2.893  0.107
H  -2.925  -2.405  1.559
H  -2.316  -0.099  1.608
H  -3.289  2.080  1.992
H  -4.543  1.677  0.785
H  -0.650  1.896  0.756
H  0.295  2.754  -1.525
H  -1.643  3.334  -3.190
H  0.596  -3.914  -0.344
H  2.796  -4.004  -1.454
H  3.927  -1.872  -2.113
H  4.450  0.399  0.102
H  2.788  3.529  0.019
H  1.125  4.251  1.721
H  0.353  2.638  3.424
H  1.184  0.343  3.428
H  2.770  -1.414  3.545
H  2.989  -2.549  2.189
H  1.425  -1.718  2.404
H  0.623  0.360  -0.656



7.
# C23H25N4OReS

A molecular structure, C23H25N4OReS in a non-equilibrium geometry (ωB97M-V with the def2-TZVPD basis set, the OMol25 dataset).

Results
E_HOMO (spin up / spin down) in eV: -11.4 / -10.9
Kohn-Sham gap (spin up / spin down) in eV: 7.205 / 6.570
Multiplicity: 2
Charge: +1
ΔE to the lowest compared entry with this formula, charge and spin in kJ/mol: 54.8
LUMO energy (spin up / spin down) in eV: -4.16 / -4.28
Electronic energy in Ha: -1661.9013

Cartesian coordinates (Å):
Re  0.214  0.404  0.344
O  1.961  1.192  -0.352
N  2.942  0.421  -0.841
C  4.058  1.072  -1.233
C  5.107  0.365  -1.750
C  4.998  -1.022  -1.865
C  3.847  -1.653  -1.455
C  2.792  -0.908  -0.927
S  1.301  -1.594  -0.360
H  4.025  2.142  -1.098
H  5.996  0.895  -2.059
H  5.814  -1.601  -2.275
H  3.728  -2.724  -1.527
C  -0.829  3.215  -2.084
C  -1.551  3.836  -0.888
C  -2.740  2.987  -0.434
C  -0.592  4.245  0.216
C  -0.288  5.594  0.335
C  0.543  6.057  1.342
C  1.054  5.175  2.281
C  0.783  3.813  2.212
C  1.357  2.935  3.310
C  0.323  2.076  4.034
C  2.559  2.099  2.860
C  0.000  3.368  1.134
N  -0.143  2.009  0.906
H  -1.527  3.113  -2.916
H  -0.430  2.225  -1.845
H  -0.001  3.844  -2.416
H  -1.970  4.784  -1.235
H  -2.446  1.963  -0.213
H  -3.485  2.954  -1.230
H  -3.214  3.409  0.453
H  -0.725  6.293  -0.368
H  0.771  7.113  1.411
H  1.667  5.549  3.090
H  1.727  3.649  4.049
H  -0.075  1.300  3.379
H  -0.506  2.679  4.406
H  0.791  1.580  4.885
H  2.244  1.226  2.286
H  3.108  1.748  3.735
H  3.242  2.685  2.243
N  -6.288  -3.087  1.458
C  -5.292  -2.545  1.289
C  -4.035  -1.864  1.074
C  -3.379  -1.983  -0.141
C  -2.181  -1.320  -0.309
N  -1.636  -0.571  0.666
C  -2.279  -0.457  1.841
C  -3.481  -1.086  2.082
H  -3.787  -2.575  -0.947
H  -1.633  -1.370  -1.240
H  -1.809  0.165  2.588
H  -3.971  -0.968  3.036



8.
# C23H25N7O11PV

A molecular structure, C23H25N7O11PV in a non-equilibrium geometry (ωB97M-V with the def2-TZVPD basis set, the OMol25 dataset).

Results
E_HOMO (spin up / spin down) in eV: -10.9 / -10.7
Kohn-Sham gap (spin up / spin down) in eV: 7.323 / 7.350
Multiplicity: 2
Charge: +1
ΔE to the lowest compared entry with this formula, charge and spin in kJ/mol: 247.5
LUMO energy (spin up / spin down) in eV: -3.53 / -3.40
Electronic energy in Ha: -3387.4613

Cartesian coordinates (Å):
V  -0.939  1.285  0.780
O  -5.401  -1.132  2.173
C  -4.240  -0.465  2.155
O  -4.049  0.512  1.495
C  -3.294  -1.142  3.151
O  -1.898  -1.102  2.881
C  -1.088  -0.272  3.709
C  -0.702  1.082  3.091
O  0.391  1.554  3.319
O  -1.584  1.631  2.300
H  -6.050  -0.679  1.617
H  -3.512  -0.716  4.136
H  -3.588  -2.192  3.179
H  -1.568  -0.091  4.675
H  -0.153  -0.802  3.884
O  0.381  -0.125  -2.358
C  1.538  -0.488  -2.201
C  2.277  -0.390  -0.970
C  3.600  -0.833  -0.948
C  4.334  -0.753  0.206
C  3.780  -0.232  1.372
C  2.476  0.199  1.376
C  1.686  0.130  0.218
O  0.434  0.563  0.265
N  5.716  -1.241  0.228
O  6.390  -0.954  1.196
O  6.084  -1.904  -0.720
H  2.088  -0.924  -3.051
H  4.060  -1.240  -1.840
H  4.392  -0.179  2.261
H  2.036  0.616  2.269
N  -3.939  3.348  -4.476
C  -3.518  2.655  -3.655
N  -3.057  1.783  -2.784
C  -2.463  1.807  -1.700
N  -1.863  1.611  -0.701
C  -0.135  3.284  0.587
C  1.090  3.281  -0.246
C  1.016  3.188  -1.642
C  2.156  3.060  -2.408
C  3.410  3.036  -1.792
C  3.505  3.196  -0.412
C  2.355  3.317  0.347
C  4.583  2.772  -2.565
N  5.514  2.488  -3.179
H  -0.927  3.884  0.144
H  0.075  3.614  1.602
H  0.047  3.193  -2.122
H  2.090  2.969  -3.485
H  4.480  3.206  0.056
H  2.429  3.432  1.422
N  -2.432  -1.471  -2.906
C  -1.996  -2.762  -2.307
P  -1.551  -2.379  -0.526
O  -0.078  -2.467  -0.228
O  -2.358  -1.173  -0.209
C  -2.122  -3.888  0.450
N  -1.014  -4.070  1.437
H  -3.008  -1.554  -3.739
H  -1.558  -0.905  -3.093
H  -2.909  -0.938  -2.159
H  -1.151  -3.176  -2.852
H  -2.823  -3.470  -2.325
H  -2.198  -4.763  -0.191
H  -3.075  -3.705  0.939
H  -0.210  -3.509  0.931
H  -0.760  -5.034  1.629
H  -1.200  -3.575  2.308